{
  "formula": "C11H16N3S",
  "method": "wB97M-V/def2-TZVPD",
  "de_lowest_kcal_mol": 96.3,
  "lumo_energy_ev": [-6.33, -6.91],
  "homo_energy_ev": [-11.41, -11.22],
  "max_force_ev_per_a": 4.74,
  "total_charge": 1,
  "symbols": ["C", "C", "C", "C", "C", "C", "C", "C", "C", "C", "C", "N", "N", "N", "S", "H", "H", "H", "H", "H", "H", "H", "H", "H", "H", "H", "H", "H", "H", "H", "H"],
  "coordinates": [[-4.69742, -0.91756, -0.45657], [-4.38434, -1.23464, 0.79663], [-3.69807, -0.51071, -1.37253], [-3.13779, -0.78775, 1.25950], [-2.39754, -0.25232, -0.99509], [-2.11057, -0.47791, 0.41668], [-0.03436, 0.67490, 0.36909], [-0.85358, -0.16625, 0.99747], [3.30531, -0.31904, -1.54732], [4.63074, 0.44675, 0.27266], [2.33880, -0.29984, 0.86660], [-2.00088, 2.09741, 0.33144], [1.38778, 0.77469, 0.54169], [3.41974, -0.26516, -0.13371], [-0.72208, 2.11393, -0.52417], [-5.72308, -0.90263, -0.72916], [-5.06302, -1.78450, 1.43821], [-3.98374, -0.59677, -2.44049], [-2.89598, -0.63736, 2.29517], [-1.56359, 0.12786, -1.57988], [-0.44483, -0.59062, 1.89140], [2.60001, -1.05870, -1.90189], [2.95204, 0.60959, -2.04729], [4.25807, -0.53086, -1.96377], [5.38443, -0.28158, -0.04914], [4.60833, 1.32342, -0.33377], [4.58725, 0.47300, 1.43256], [1.93393, -1.33906, 0.83907], [2.96508, -0.15556, 1.84116], [1.87724, 1.50995, 0.05984], [-2.53786, 2.95733, 0.42560]],
  "forces_ev_per_angstrom": [[0.402, 0.417, -1.959], [0.908, 0.243, 2.510], [0.034, -0.134, -1.535], [-0.309, -1.356, 0.555], [-0.504, -1.275, 2.111], [-0.962, 1.128, -1.374], [4.539, 1.273, -0.539], [0.604, -0.200, -0.527], [-1.842, 0.437, -0.513], [-0.990, -2.367, 1.349], [2.515, -0.955, -0.802], [-0.147, 1.066, 0.693], [-2.850, -0.263, 0.012], [-0.593, -0.229, 2.067], [0.454, -0.421, 1.049], [-0.653, -0.630, -0.755], [-0.196, 0.623, 0.212], [0.251, 0.798, 0.699], [-0.276, -0.755, 0.567], [-0.514, -0.609, -0.676], [-0.218, -0.588, 0.385], [-0.120, -0.527, 0.145], [0.230, 0.132, 0.326], [0.893, -0.326, -0.399], [0.740, 0.880, 0.282], [0.965, 1.386, 0.343], [0.687, 0.760, -2.192], [-0.590, 1.056, 0.236], [-2.013, -0.122, -1.357], [-0.203, 0.364, -0.010], [-0.239, 0.194, -0.903]],
  "nbo_charge": [-0.16, -0.18, -0.21, -0.15, -0.18, -0.06, 0.03, -0.23, -0.42, -0.41, -0.05, -0.74, -0.56, -0.44, 0.93, 0.23, 0.24, 0.24, 0.22, 0.20, 0.25, 0.21, 0.16, 0.22, 0.22, 0.19, 0.21, 0.22, 0.22, 0.41, 0.41]
}